# C3H3NO

A single C3H3NO molecule (ωB97M-V/def2-TZVPD, the OMol25 dataset).

The calculated total energy comes out at -246.00292 hartree. As for the relative energy (zero: lowest compared OMol25 entry of this formula, charge and spin): 2.411 eV.

```
! wB97M-V def2-TZVPD RIJCOSX def2/J DEFGRID3
* xyz 0 1
H -2.623 2.070 -0.023
C 0.859 0.035 0.057
H 0.067 -1.743 0.203
C -1.824 1.267 0.013
C -0.939 0.459 -0.017
O 1.632 0.908 -0.046
N 0.977 -1.294 0.108
H 1.851 -1.702 -0.294
*
```

# C3H3NO

A single C3H3NO molecule (ωB97M-V/def2-TZVPD, the OMol25 dataset).

The calculated total energy comes out at -245.99324 hartree. As for the relative energy (zero: lowest compared OMol25 entry of this formula, charge and spin): 2.675 eV.

```
! wB97M-V def2-TZVPD RIJCOSX def2/J DEFGRID3
* xyz 0 1
H 2.146 0.911 0.944
C 0.194 -0.117 -0.220
H -1.425 -1.613 -0.091
N 0.632 1.268 -0.660
C -1.300 -0.546 0.134
H 0.570 -0.886 -0.893
O -2.170 0.159 0.538
C 1.353 0.824 0.248
*
```

# C3H3NO

A single C3H3NO molecule (ωB97M-V/def2-TZVPD, the OMol25 dataset).

The calculated total energy comes out at -246.03961 hartree. As for the relative energy (zero: lowest compared OMol25 entry of this formula, charge and spin): 1.413 eV.

```
! wB97M-V def2-TZVPD RIJCOSX def2/J DEFGRID3
* xyz 0 1
H -0.979 1.828 -0.695
H 0.503 -0.501 -1.652
C 0.376 -0.909 0.409
H 0.727 -1.931 0.434
O -0.324 0.992 1.051
C 0.001 -0.214 -0.758
C -0.474 0.964 -0.280
N 0.234 -0.192 1.486
*
```

# C3H3NO

A single C3H3NO molecule (ωB97M-V/def2-TZVPD, the OMol25 dataset).

The calculated total energy comes out at -246.03562 hartree. As for the relative energy (zero: lowest compared OMol25 entry of this formula, charge and spin): 1.522 eV.

```
! wB97M-V def2-TZVPD RIJCOSX def2/J DEFGRID3
* xyz 0 1
H 0.201 2.038 -0.855
C -0.032 1.073 -0.322
O -1.215 -0.352 0.747
C 0.760 -0.182 -0.320
N -1.223 0.924 0.308
C -0.105 -1.024 0.358
H -0.028 -2.032 0.918
H 1.642 -0.446 -0.834
*
```